Record 1
42
Properties=species:S:1:pos:R:3:mulliken_charge:R:1 method="wB97M-V/def2-TZVPD" mol_weight_g_mol=287.4 lumo_energy_ev=0.06 energy_ha=-928.9665
C -2.2274 -9.5664 -24.8438 0.04
C -3.6658 -9.3763 -25.0197 0.43
N -4.8010 -9.2441 -25.1775 -0.47
H -1.6929 -8.7231 -25.2813 0.37
H -1.9318 -10.4883 -25.3446 0.35
H -2.0884 -9.5449 -23.7629 -0.63
C -4.9443 -11.1282 -22.4480 0.93
C -3.6601 -10.3724 -22.2065 0.16
N -2.6594 -9.7710 -22.0245 -0.91
H -5.7462 -10.7514 -21.8131 -1.88
H -4.8543 -12.2121 -22.3765 0.62
H -5.2018 -10.8252 -23.4629 0.61
C -4.6679 -7.7456 -20.6591 -0.95
C -5.5714 -8.3969 -21.6870 0.81
N -6.3168 -8.9188 -22.4387 -0.49
H -4.4629 -6.6806 -20.7688 0.38
H -3.7033 -8.2513 -20.6154 0.13
H -5.0727 -7.8429 -19.6518 0.33
C -1.0964 -8.5078 -22.4653 -0.39
C 0.3703 -8.4204 -22.2284 0.37
N 1.5142 -8.3198 -22.1126 -0.49
H -1.3484 -8.2725 -23.4994 0.24
H -1.6658 -7.8919 -21.7693 0.17
H -1.4053 -9.5021 -22.1426 0.11
C -7.0266 -10.9677 -20.4906 0.24
C -8.0061 -10.1891 -19.7761 -0.12
N -8.8022 -9.5808 -19.2178 -0.55
H -7.1941 -10.7107 -21.5366 0.49
H -7.3013 -12.0104 -20.3317 -0.34
H -6.0533 -10.8510 -20.0141 0.31
C -5.2987 -13.1901 -18.6368 -1.34
C -5.4663 -13.0366 -20.0580 0.63
N -5.5148 -12.9376 -21.2150 -0.48
H -4.6289 -12.3718 -18.3726 0.33
H -4.8094 -14.1310 -18.3850 0.37
H -6.2215 -13.2013 -18.0568 0.35
C -7.5149 -13.0279 -22.7105 -0.08
C -7.9997 -13.3502 -21.3991 0.31
N -8.3151 -13.6693 -20.3515 -0.44
H -7.2490 -13.9624 -23.2046 0.33
H -6.5920 -12.4569 -22.6094 -0.14
H -8.2470 -12.4715 -23.2958 0.30



Record 2
27
Properties=species:S:1:pos:R:3:mulliken_charge:R:1 method="wB97M-V/def2-TZVPD" mol_weight_g_mol=206.2 lumo_energy_ev="-6.43 / -6.43" charge=+1 energy_ha=-702.5697
C 3.6987 0.7413 0.1754 -0.54
C 3.3877 -0.6160 0.2816 -0.86
C 2.7015 1.7005 0.2706 -0.50
C 2.1319 -0.9154 0.8005 -0.06
C 1.3773 1.4578 0.5164 -0.39
C 1.1279 0.0873 0.8217 0.40
C -0.5554 -1.6826 0.4735 -0.31
C -0.3024 -2.0912 -0.7721 -0.73
C -1.0622 0.4290 1.6787 0.49
C -2.9130 1.8428 -1.7494 -0.18
N -2.4113 -0.0275 1.6415 0.37
N -0.2019 -0.3532 0.9962 0.36
N -2.9694 -0.9947 1.0861 -0.48
O -0.8875 1.4783 2.2303 -0.54
O -2.4892 1.2278 -0.8007 -0.36
H 4.5866 1.1988 -0.0169 0.49
H 4.0790 -1.3396 0.1062 0.51
H 2.8358 2.7732 0.0454 0.31
H 1.7683 -1.9475 1.0513 0.42
H 0.4680 1.9794 0.4432 0.45
H -0.8638 -2.4654 1.3078 0.30
H -0.3932 -3.1223 -0.8651 0.32
H -2.3244 2.5514 -2.2598 0.28
H -3.9808 1.7237 -2.0036 0.25
H -0.0173 -1.5129 -1.5880 0.32
H -3.0214 0.8628 1.9806 0.39
H -3.9405 -0.9330 0.9203 0.28



Record 3
71
Properties=species:S:1:pos:R:3:mulliken_charge:R:1 method="wB97M-V/def2-TZVPD" mol_weight_g_mol=374.6 multiplicity=2 lumo_energy_ev="2.62 / 2.60" charge=-1 energy_ha=-1236.0284
C -1.4166 -1.1911 5.6223 -2.10
C -0.4400 -1.7937 4.6966 2.68
C -0.4601 -3.3214 5.1528 -1.14
C -1.5244 -4.1808 4.4916 -0.76
C -1.6443 -3.7493 2.9898 -2.13
C -1.8023 -2.3074 2.6456 4.70
N -0.7950 -1.5070 3.2911 -0.94
O -0.8701 -0.1745 2.9924 0.23
C -1.5865 -2.1021 1.1349 -3.32
C -3.1890 -1.7623 3.0486 -2.85
C 1.0149 -1.2684 4.8950 -2.07
H -0.9705 -1.1477 6.6159 0.56
H -2.3883 -1.6833 5.6644 0.23
H -1.7261 -0.1604 5.4490 0.24
H 0.4535 -3.8016 4.8023 0.39
H -0.6103 -3.3954 6.2299 0.34
H -2.4991 -3.9768 4.9347 0.32
H -1.3946 -5.2549 4.6241 0.36
H -2.4459 -4.3822 2.6089 0.35
H -0.7500 -4.1569 2.5186 0.53
H -0.6615 -2.5880 0.8246 0.36
H -2.2958 -2.6819 0.5442 0.37
H -1.5695 -1.0949 0.7184 0.77
H -3.3601 -0.6940 3.1811 0.31
H -3.7843 -2.0088 2.1694 0.54
H -3.7199 -2.3199 3.8201 0.27
H 1.1009 -0.3090 4.3849 0.45
H 1.7973 -1.8737 4.4372 0.37
H 1.2086 -1.1888 5.9647 0.25
H -1.7109 0.1034 3.3633 0.18
C 3.6922 -0.6720 2.3578 -0.44
O 3.1584 -0.5475 1.0693 -0.40
H 4.5041 0.0442 2.4843 0.36
H 3.0604 -0.5560 3.2384 0.08
H 4.1452 -1.6583 2.2561 0.23
H 3.0447 0.3927 0.9122 0.27
C -3.8175 4.8205 -0.1701 -1.88
O -2.5827 4.2441 -0.4529 -0.01
H -3.9802 4.3899 0.8180 0.39
H -3.6428 5.8963 -0.1853 0.29
H -4.5902 4.4411 -0.8387 0.57
H -2.8544 3.3276 -0.5405 0.19
C -0.1555 1.4322 -0.1319 -0.30
O 1.0697 0.7621 -0.2984 -0.37
H -0.9822 0.8278 -0.5051 0.25
H -0.4215 1.6943 0.8922 0.36
H -0.1890 2.3578 -0.7065 -0.18
H 1.0967 -0.1049 0.1129 0.30
C 0.1877 4.2533 -2.8855 -0.69
O -0.3473 5.3828 -2.2784 -0.53
H 0.7167 4.4095 -3.8256 0.30
H 0.8661 3.9059 -2.1063 0.22
H -0.5654 3.4762 -3.0160 0.25
H -1.1646 5.1314 -1.8420 0.33
C 3.5602 1.4144 -6.9630 -1.39
C 2.6129 0.2220 -6.9197 0.49
C 1.1976 0.5726 -6.5014 -1.01
O 1.0230 1.2098 -5.2551 -0.26
C 1.5349 0.3733 -4.2142 -0.61
N 2.6004 -0.3805 -8.2502 -0.80
H 3.4279 2.1067 -7.7944 0.32
H 4.4696 0.9936 -7.3920 0.41
H 3.7417 1.8579 -5.9840 0.28
H 3.0984 -0.4450 -6.2073 0.41
H 0.5939 -0.3349 -6.5094 0.48
H 0.8633 1.2329 -7.3017 0.39
H 1.2353 -0.6467 -4.4546 0.36
H 1.1379 0.7540 -3.2731 0.05
H 2.6245 0.4002 -4.2184 0.20
H 2.0427 0.1809 -8.8778 0.29
H 2.0267 -1.1892 -8.0578 0.29